1.
Below is a structure of composition H16NaO8, with properties calculated with the ωB97M-V functional and the def2-TZVPD basis.

Kohn-Sham gap, eV: 10.72
E_HOMO, eV: -14.11
ΔE to the lowest compared entry with this formula, charge and spin, kJ/mol: 29.00

ORCA input file:
```
! wB97M-V def2-TZVPD RIJCOSX def2/J DEFGRID3
* xyz 1 1
Na 0.23 0.06 -0.21
O 0.10 2.71 1.53
H 0.53 1.98 2.00
H -0.82 2.62 1.78
O -1.76 -3.28 -0.48
H -0.89 -2.91 -0.28
H -1.60 -4.10 -0.96
O 1.02 -2.18 -0.08
H 1.11 -2.42 0.85
H 1.42 -2.92 -0.56
O 2.50 1.23 0.13
H 3.23 0.95 0.70
H 2.22 2.09 0.46
O -2.10 0.13 -0.01
H -2.78 0.46 -0.61
H -2.17 0.72 0.75
O -0.36 -0.51 -2.55
H -0.48 -1.42 -2.84
H -1.22 -0.10 -2.71
O -0.08 2.21 -1.46
H -0.31 2.94 -0.88
H -0.52 2.39 -2.30
O 0.70 -0.12 2.25
H 1.66 -0.20 2.34
H 0.35 -0.34 3.13
*
```



2.
Below is a cluster of 6 separate species, C31H53BF3N4O17S in total at a distorted geometry, with properties calculated with the ωB97M-V functional and the def2-TZVPD basis.

Kohn-Sham gap, eV: 7.96
E_HOMO, eV: -11.96

ORCA input file:
```
! wB97M-V def2-TZVPD RIJCOSX def2/J DEFGRID3
* xyz 1 1
C 0.22 -2.18 1.37
C 0.52 -1.02 1.19
C 0.98 0.39 1.02
N 0.47 1.40 1.98
C 0.64 2.55 1.45
C 1.22 2.50 0.03
B 2.70 3.13 -0.23
N 3.94 2.60 0.20
O 2.72 4.36 -0.92
C 0.88 1.03 -0.40
C -0.48 0.74 -1.10
C -1.65 1.73 -0.75
C -2.87 0.99 -0.08
C -3.52 1.86 1.04
C -3.16 1.33 2.47
C -2.67 2.50 3.36
C -2.19 2.03 4.76
S -0.44 2.47 5.07
C 0.37 1.02 5.68
N -0.09 -0.17 5.92
N 0.97 -0.87 6.41
C 2.01 -0.13 6.44
O 1.67 1.12 5.96
C 1.90 0.28 -1.32
F 1.40 -0.90 -1.71
F 3.06 0.00 -0.70
F 2.13 0.96 -2.46
H 0.32 -3.23 1.63
H 2.03 0.28 1.37
H 0.08 1.23 2.92
H 0.40 3.52 1.88
H 0.57 3.15 -0.59
H 3.88 1.88 0.91
H 4.63 3.30 0.43
H 2.52 5.01 -0.23
H -0.31 0.82 -2.19
H -0.85 -0.28 -0.94
H -2.04 2.13 -1.69
H -1.37 2.60 -0.14
H -3.65 0.87 -0.86
H -2.59 -0.02 0.25
H -4.61 1.85 0.87
H -3.21 2.92 0.97
H -4.10 0.96 2.92
H -2.44 0.49 2.42
H -1.89 3.06 2.82
H -3.53 3.18 3.50
H -2.78 2.57 5.51
H -2.39 0.96 4.94
H 3.02 -0.33 6.76
C 5.26 -0.95 -0.62
O 6.52 -1.57 -0.33
C 7.04 -1.20 0.84
O 6.55 -0.42 1.62
O 8.20 -1.83 0.99
C 8.88 -1.53 2.21
H 4.93 -1.32 -1.58
H 4.53 -1.22 0.13
H 5.38 0.13 -0.68
H 8.28 -1.82 3.07
H 9.13 -0.47 2.26
H 9.81 -2.10 2.22
C -1.05 -7.76 3.74
O 0.05 -7.95 2.84
C 0.57 -6.83 2.36
O 0.21 -5.71 2.63
O 1.57 -7.15 1.55
C 2.23 -6.02 0.97
H -1.39 -8.74 4.05
H -0.73 -7.20 4.62
H -1.87 -7.25 3.24
H 2.67 -5.40 1.75
H 1.53 -5.44 0.37
H 3.02 -6.39 0.33
C -7.93 3.98 -0.98
O -6.90 3.20 -1.60
C -7.24 2.69 -2.79
O -8.30 2.83 -3.34
O -6.20 2.00 -3.25
C -6.41 1.39 -4.53
H -7.54 4.33 -0.03
H -8.19 4.84 -1.59
H -8.81 3.36 -0.78
H -6.61 2.15 -5.28
H -7.23 0.67 -4.48
H -5.50 0.86 -4.79
C 0.71 6.14 -2.96
O -0.47 6.28 -3.75
C -1.56 5.76 -3.19
O -1.60 5.21 -2.12
O -2.59 5.95 -4.01
C -3.83 5.43 -3.53
H 1.53 6.59 -3.51
H 0.59 6.66 -2.01
H 0.93 5.09 -2.80
H -4.12 5.92 -2.61
H -3.77 4.35 -3.40
H -4.58 5.65 -4.29
C 1.54 -3.71 -3.90
O 1.75 -4.93 -4.62
C 1.83 -5.98 -3.80
O 1.74 -5.91 -2.60
O 2.02 -7.07 -4.52
C 2.12 -8.28 -3.76
H 1.48 -2.89 -4.61
H 0.60 -3.76 -3.35
H 2.37 -3.53 -3.22
H 1.21 -8.46 -3.20
H 2.98 -8.23 -3.09
H 2.27 -9.09 -4.46
*
```



3.
Below is a structure of composition C5H10CuO3 at a distorted geometry, with properties calculated with the ωB97M-V functional and the def2-TZVPD basis.

Kohn-Sham gap, eV: 7.87
E_HOMO, eV: -13.53

ORCA input file:
```
! wB97M-V def2-TZVPD RIJCOSX def2/J DEFGRID3
* xyz 1 1
C -2.16 -0.93 -1.48
O -0.96 -1.34 -0.85
C 0.20 -1.28 -1.67
H -2.93 -0.82 -0.70
H -2.04 0.05 -1.97
H -2.49 -1.69 -2.20
H 0.92 -0.76 0.12
H -0.05 -1.76 -2.63
Cu -0.77 -1.81 1.20
O 2.24 0.07 2.21
C 2.07 0.67 1.16
C 0.79 0.45 0.44
O 0.54 1.06 -0.79
C 0.81 0.30 -1.92
H 2.92 0.90 0.48
H -0.04 0.74 1.11
H 0.30 0.75 -2.78
H 1.89 0.17 -2.04
H 1.11 -1.83 -1.39
*
```



4.
Below is a structure of composition C24H44GeN6O6Se2SiY at a distorted geometry, with properties calculated with the ωB97M-V functional and the def2-TZVPD basis.

Kohn-Sham gap, eV: 6.64
E_HOMO, eV: -4.47
ΔE to the lowest compared entry with this formula, charge and spin, kJ/mol: 157.77

ORCA input file:
```
! wB97M-V def2-TZVPD RIJCOSX def2/J DEFGRID3
* xyz -1 1
Y 12.16 9.54 11.16
C 9.53 10.33 6.75
C 9.63 11.08 8.10
N 8.68 11.04 8.98
O 7.56 10.39 8.43
C 10.94 11.61 8.48
C 11.75 12.48 7.52
N 11.45 11.06 9.53
O 12.78 11.14 9.75
H 8.50 10.53 6.40
H 9.68 9.21 6.94
H 10.23 10.68 5.98
H 7.20 9.97 9.21
H 12.57 13.00 8.01
H 11.06 13.20 7.03
H 12.08 11.89 6.69
O 14.58 9.84 11.40
N 15.10 9.46 12.46
N 14.28 9.02 13.37
O 13.00 9.10 13.17
C 14.70 8.51 14.59
C 13.76 7.99 15.45
C 14.19 7.44 16.65
C 15.57 7.32 16.95
C 16.48 7.80 16.01
C 16.04 8.41 14.82
H 12.75 8.03 15.09
H 13.49 7.13 17.39
H 15.99 6.89 17.87
H 17.56 7.72 16.16
H 16.68 8.93 14.10
C 21.89 10.70 10.96
Ge 20.47 10.95 9.64
C 20.16 9.25 8.80
C 21.13 12.38 8.45
C 18.87 11.48 10.57
Se 17.14 11.71 9.63
C 17.47 13.04 8.18
H 22.87 10.76 10.50
H 21.85 9.70 11.26
H 21.83 11.39 11.80
H 21.11 8.83 8.42
H 19.40 9.36 8.04
H 19.79 8.54 9.51
H 22.23 12.29 8.26
H 20.96 13.37 8.88
H 20.57 12.32 7.45
H 19.10 12.41 11.13
H 18.69 10.70 11.29
H 18.15 12.71 7.38
H 17.80 13.96 8.70
H 16.47 13.21 7.79
C 9.21 14.37 11.32
N 10.32 13.50 11.63
C 11.56 13.95 12.08
C 12.22 12.86 12.52
N 11.40 11.76 12.36
C 10.27 12.19 11.81
H 8.52 14.57 12.21
H 8.64 13.91 10.55
H 9.63 15.29 10.94
H 11.88 14.95 11.94
H 13.20 12.78 12.94
H 9.45 11.60 11.41
C 12.01 5.86 9.12
C 12.30 7.19 9.73
O 12.80 7.28 10.85
O 11.96 8.22 9.07
H 11.05 5.88 8.61
H 11.88 5.13 9.95
H 12.78 5.60 8.37
C 9.44 7.79 15.06
Si 9.03 7.18 13.29
C 7.16 6.62 13.29
C 10.07 5.59 12.88
Se 9.20 8.80 11.71
H 9.80 6.89 15.64
H 8.47 8.10 15.48
H 10.16 8.58 15.05
H 7.04 5.72 13.94
H 6.78 6.29 12.33
H 6.57 7.39 13.72
H 9.90 4.72 13.56
H 11.12 5.81 12.88
H 9.83 5.23 11.88
*
```